Entry 1:
A 4-piece molecular cluster, C4H16O3S overall in a non-equilibrium geometry, computed with ωB97M-V/def2-TZVPD.

As for the frontier orbital gap: 8.4 eV. The SMILES is CCCSC.O.O.O.

```
24
C4H16O3S (ωB97M-V/def2-TZVPD)
C 0.71559 -1.97833 -1.80865
C 0.45871 -1.94513 -0.29259
C 0.56924 -0.48362 0.23284
S -0.82500 0.51288 -0.50538
C -0.68121 2.22924 0.01642
H 1.59697 -1.36562 -2.08428
H 1.08149 -2.97443 -2.19935
H -0.05099 -1.60329 -2.62598
H 1.15763 -2.54754 0.33986
H -0.56503 -2.36705 -0.05706
H 1.49750 0.09933 -0.11208
H 0.48505 -0.45533 1.31549
H 0.43106 2.44787 0.22337
H -1.07305 3.06599 -0.76820
H -1.20404 2.33049 1.02315
O -0.54911 0.43071 3.59155
H -1.25004 -0.26546 3.31985
H -1.04613 1.23029 3.83389
O 2.60539 2.54710 -3.99710
H 2.57113 3.44612 -4.27144
H 2.71497 2.46798 -3.04435
O -2.63398 -1.37015 2.54869
H -3.54612 -1.11405 2.60221
H -2.46002 -2.33800 2.71915
```

=====

Entry 2:
C25H25CuIN2O2Si as an isolated structure in a non-equilibrium geometry, computed with ωB97M-V/def2-TZVPD.

The spin multiplicity is 2. As for the frontier orbital gap (alpha / beta): 6.1 / 7.3 eV.

```
57
C25H25CuIN2O2Si (ωB97M-V/def2-TZVPD)
Cu -14.20341 10.01755 3.25715
I -15.95699 12.27262 3.28531
C -17.17572 11.03460 4.52986
C -18.33362 11.66555 4.92688
C -19.10507 11.02786 5.91853
C -18.65777 9.85938 6.44354
C -17.56418 9.10893 5.87749
C -17.21900 7.76094 6.28040
C -16.14188 7.13912 5.73739
C -15.27942 7.89550 4.78392
C -15.54819 9.16516 4.36315
C -16.75090 9.75175 4.91447
H -18.64406 12.60627 4.47307
H -20.00214 11.45581 6.30974
H -19.15819 9.48791 7.33560
H -17.82652 7.25675 6.95340
H -15.87796 6.22001 6.22772
H -14.35700 7.55340 4.35307
O -10.05202 15.36215 -0.28378
C -9.30611 14.29037 0.29145
N -10.18671 13.12496 0.61965
C -10.65416 12.28977 -0.36531
O -10.13282 12.32243 -1.46091
C -11.78636 11.40396 -0.16601
C -12.36471 10.79727 -1.27049
C -13.41363 9.94658 -1.07610
C -13.92691 9.83887 0.22910
N -13.39013 10.42279 1.31423
C -12.28393 11.12241 1.12582
H -10.43148 15.12476 -1.12233
H -8.90821 14.80497 1.15107
H -8.52246 14.03036 -0.36757
H -10.57386 13.15849 1.51968
H -12.11475 11.04278 -2.34800
H -14.03063 9.46682 -1.85375
H -14.78018 9.32565 0.55371
H -11.89089 11.60017 2.00584
C -12.54546 9.04953 6.21821
Si -12.97446 10.63023 5.17667
C -13.78047 11.93449 6.32500
C -11.20088 11.32979 4.66237
C -10.06871 10.52533 4.83724
C -8.81613 11.01872 4.48182
C -8.68046 12.30846 4.03887
C -9.75482 13.12319 3.81956
C -11.03086 12.62530 4.10109
H -11.93916 9.46292 7.03758
H -11.93406 8.38093 5.67547
H -13.48691 8.49099 6.53453
H -13.16855 11.84393 7.21008
H -14.81913 11.60308 6.30449
H -13.62801 12.90878 5.79511
H -10.19149 9.49708 5.01859
H -7.98733 10.36884 4.58052
H -7.72957 12.70293 3.69157
H -9.52479 14.05466 3.44125
H -11.93164 13.17571 3.80392
```